Record 1
This record from the Open Molecules 2025 dataset describes a structure of composition C30H24BrGeNOReTe in a non-equilibrium geometry. The level of theory is wB97M-V/def2-TZVPD.

LUMO energy	-10.63	eV
HOMO-LUMO gap	6.1453	eV

The geometry in ORCA input format:
```
! RIJCOSX wB97M-V def2-TZVPD def2/J DEFGRID3
* xyz 3 1
Re 1.423 2.085 1.500
O 6.335 3.718 -1.770
C 5.261 3.268 -1.180
C 4.395 2.297 -1.722
C 3.293 1.904 -1.010
N 3.012 2.405 0.209
C 3.866 3.312 0.721
Br 3.310 3.792 2.491
C 4.968 3.794 0.095
H 6.521 3.322 -2.632
H 4.590 1.861 -2.692
H 2.597 1.175 -1.402
H 5.624 4.524 0.551
Te 1.162 -1.546 0.762
C 0.216 -2.438 2.393
C -0.676 -1.750 3.207
C -1.298 -2.439 4.232
C -1.048 -3.796 4.417
C -0.163 -4.472 3.589
C 0.489 -3.791 2.571
H -0.891 -0.701 3.051
H -1.983 -1.919 4.889
H -1.541 -4.326 5.221
H 0.036 -5.523 3.742
H 1.203 -4.315 1.947
C 1.357 0.396 1.456
Ge -0.990 -0.373 -0.631
C -2.449 -0.959 0.485
C -2.709 -2.329 0.490
C -3.742 -2.835 1.261
C -4.521 -1.972 2.025
C -4.275 -0.604 2.008
C -3.239 -0.096 1.240
C -0.492 1.573 -0.526
C -0.676 2.354 0.648
C -0.408 3.755 0.613
C 0.060 4.351 -0.544
C 0.208 3.582 -1.702
C -0.050 2.221 -1.686
C -0.759 -1.073 -2.419
C -1.426 -0.414 -3.457
C -1.408 -0.948 -4.737
C -0.736 -2.137 -4.986
C -0.088 -2.803 -3.954
C -0.103 -2.273 -2.673
H -2.123 -3.008 -0.123
H -3.951 -3.896 1.256
H -5.335 -2.365 2.619
H -4.903 0.067 2.578
H -3.089 0.979 1.206
H -1.253 1.949 1.481
H -0.622 4.361 1.489
H 0.259 5.414 -0.559
H 0.519 4.055 -2.625
H 0.079 1.652 -2.596
H -1.997 0.487 -3.274
H -1.933 -0.442 -5.536
H -0.729 -2.554 -5.984
H 0.422 -3.738 -4.144
H 0.400 -2.817 -1.880
*
```

Atom charges from the natural (NBO) analysis, given in e for atoms 1 to 4: atom 1 (Re): 0.8945, atom 2 (O): -0.5693, atom 3 (C): 0.4469, atom 4 (C): -0.2968

Record 2
This record from the Open Molecules 2025 dataset describes the molecule C4H7N in a non-equilibrium geometry. The level of theory is wB97M-V/def2-TZVPD.

structure (SMILES)	C=NC(=C)C
LUMO energy	1.14	eV
HOMO-LUMO gap	10.7877	eV

The geometry in ORCA input format:
```
! RIJCOSX wB97M-V def2-TZVPD def2/J DEFGRID3
* xyz 0 1
C 1.165 0.505 -0.527
C -1.074 -0.564 -1.531
C 0.163 0.252 0.288
C 0.000 0.057 1.746
N -1.275 -0.092 -0.445
H 0.899 0.741 -1.556
H 2.232 0.712 -0.402
H -1.967 -0.908 -2.110
H -0.007 -0.794 -1.751
H 1.022 0.209 2.246
H -0.724 0.805 2.130
H -0.435 -0.923 1.911
*
```

Atom charges from the natural (NBO) analysis, given in e for atoms 1 to 4: atom 1 (C): -0.4923, atom 2 (C): -0.0811, atom 3 (C): 0.1788, atom 4 (C): -0.6649

Record 3
This record from the Open Molecules 2025 dataset describes a structure of composition C18H22F2N6O3PPd. The level of theory is wB97M-V/def2-TZVPD.

LUMO energy (alpha / beta)	-2.58 / -3.91	eV
HOMO-LUMO gap (alpha / beta)	7.4921 / 6.6084	eV

The geometry in ORCA input format:
```
! RIJCOSX wB97M-V def2-TZVPD def2/J DEFGRID3
* xyz 1 3
Pd -0.309 0.152 0.027
O -2.201 -0.592 1.081
C -3.055 -1.325 0.391
C -4.437 -1.087 0.519
C -5.367 -1.798 -0.208
C -4.959 -2.783 -1.103
C -3.613 -3.051 -1.230
C -2.646 -2.361 -0.486
C -1.244 -2.761 -0.623
N -0.130 -2.066 -0.407
C 0.926 -2.891 -0.729
C 0.459 -4.100 -1.125
N -0.906 -4.004 -1.050
H -4.755 -0.319 1.215
H -6.421 -1.580 -0.088
H -5.681 -3.324 -1.697
H -3.306 -3.798 -1.952
H 1.948 -2.552 -0.709
H 0.961 -4.993 -1.450
H -1.561 -4.743 -1.233
N 3.698 -0.358 1.508
C 2.590 -1.170 2.119
P 1.480 0.116 2.847
O 2.183 0.714 3.994
O 1.045 0.959 1.658
C -0.092 -0.754 3.249
N -1.158 0.289 3.112
H 3.324 0.095 0.658
H 4.495 -0.927 1.235
H 4.013 0.353 2.175
H 3.014 -1.826 2.877
H 2.115 -1.741 1.329
H -0.151 -1.214 4.230
H -0.269 -1.496 2.467
H -1.971 -0.080 2.550
H -0.796 1.029 2.493
H -1.411 0.708 4.000
F 1.621 1.805 -1.672
C 1.253 0.520 -1.394
F 2.469 -0.092 -0.936
H 1.052 0.026 -2.351
N 0.845 6.572 -0.231
C 0.106 5.703 -0.100
C -0.817 4.618 0.072
C -2.167 4.849 0.322
C -3.001 3.758 0.483
C -2.465 2.486 0.385
N -1.167 2.266 0.144
C -0.354 3.309 -0.007
H -2.542 5.861 0.388
H -4.057 3.884 0.677
H -3.076 1.596 0.487
H 0.690 3.098 -0.186
*
```

Atom charges from the natural (NBO) analysis, given in e for atoms 1 to 4: atom 1 (Pd): 1.0731, atom 2 (O): -0.9215, atom 3 (C): 0.3707, atom 4 (C): -0.2537

Number 1: energy -6283.711326 Ha. Number 2: energy -211.271373 Ha. Number 3: energy -1922.155846 Ha.